# C5H12Si2

The molecule C5H12Si2 (wB97M-V/def2-TZVPD, OMol25).

Output
Max |F|: 0.06603 hartree/bohr
Total energy: -21132.6961 eV

Geometry (Å):
C: 1.935 -1.336 -0.030
C: 0.610 -1.466 0.032
C: 0.348 1.423 0.973
C: -2.162 -0.566 1.040
C: -1.003 0.460 -1.649
Si: 2.814 0.305 0.089
Si: -0.569 0.033 0.161
H: 2.558 -2.221 -0.143
H: 0.187 -2.463 -0.045
H: 0.504 1.417 2.040
H: 0.344 2.412 0.549
H: -1.928 -1.082 1.968
H: -2.798 0.279 1.293
H: -2.751 -1.241 0.424
H: -0.102 0.686 -2.210
H: -1.506 -0.363 -2.150
H: -1.654 1.325 -1.707
H: 3.857 0.431 1.108
H: 3.231 0.932 -1.165

Atomic partial charges in e from the Mulliken method, atoms 1 to 4: -0.353 -0.420 -1.069 -1.023

***

# C5H13BClNO2

A cluster of 2 separate species, C5H13BClNO2 in total (wB97M-V/def2-TZVPD, OMol25).

Output
Max |F|: 0.07181 hartree/bohr
Total energy: -24178.7430 eV

Geometry (Å):
B: -0.960 -1.938 0.323
C: 1.158 -0.211 -1.349
C: 0.879 1.673 0.276
C: -0.716 -0.393 0.230
C: -3.089 0.985 1.316
C: 0.677 0.166 0.053
N: -3.744 0.134 0.772
O: -0.071 -2.834 -0.075
O: -2.239 -2.403 0.557
Cl: -5.095 0.554 -0.610
H: 0.848 -1.189 -1.631
H: 0.744 0.531 -2.018
H: 2.239 0.046 -1.499
H: 1.861 1.911 0.510
H: 0.639 2.231 -0.547
H: 0.219 1.867 1.118
H: -1.308 -0.059 -0.557
H: -1.299 0.168 0.990
H: -2.919 2.001 1.181
H: 1.277 -0.344 0.765
H: -3.527 -0.910 0.776
H: 0.808 -2.566 -0.123
H: -2.347 -3.348 0.908

Atomic partial charges in e from the Mulliken method, atoms 1 to 4: 0.513 -1.534 -1.770 -0.835

***

# C5H13BN2O3

The molecule C5H13BN2O3 (wB97M-V/def2-TZVPD, OMol25).

Output
Max |F|: 0.04220 hartree/bohr
Total energy: -15198.1554 eV

Geometry (Å):
C: -1.862 0.614 1.576
C: -0.923 1.211 0.573
N: 0.126 0.331 0.174
C: -0.060 -0.719 -0.708
O: -1.143 -0.946 -1.207
C: 1.094 -1.629 -1.055
C: 1.262 -1.699 -2.536
N: 0.776 -2.939 -0.530
B: -0.289 2.438 1.357
O: -1.222 3.351 1.837
O: 1.071 2.446 1.633
H: -2.701 1.289 1.779
H: -1.359 0.404 2.523
H: -2.206 -0.317 1.147
H: -1.469 1.543 -0.316
H: 1.049 0.548 0.571
H: 2.006 -1.217 -0.590
H: 0.481 -2.344 -2.991
H: 2.237 -2.064 -2.866
H: 1.111 -0.733 -3.016
H: -0.133 -3.224 -0.877
H: 1.456 -3.626 -0.877
H: -0.860 4.112 2.318
H: 1.556 3.173 2.081

Atomic partial charges in e from the Mulliken method, atoms 1 to 4: -1.407 0.171 -0.072 0.239

***

# C5H13BiO2

A structure of composition C5H13BiO2 (wB97M-V/def2-TZVPD, OMol25).

Output
Max |F|: 0.11874 hartree/bohr
Total energy: -15304.7456 eV
Total charge: +2

Geometry (Å):
C: 0.109 -2.334 -2.118
O: 0.355 -1.238 -1.286
C: -1.348 -0.816 0.250
H: -0.647 -1.957 -2.827
H: 1.030 -2.661 -2.627
H: -0.393 -3.187 -1.629
H: -2.394 -0.960 -0.087
H: -1.230 -1.870 -0.040
C: 2.033 1.905 0.847
O: 0.964 0.956 0.793
C: -0.321 1.571 0.567
C: -1.434 0.586 0.846
H: 2.967 1.355 1.010
H: 2.093 2.462 -0.097
H: 1.849 2.592 1.683
H: -0.361 1.946 -0.467
H: -0.393 2.428 1.250
H: -2.364 1.066 0.515
H: -1.506 0.464 1.938
H: -0.340 -1.335 1.149
Bi: 1.332 -0.972 0.329

Atomic partial charges in e from the Mulliken method, atoms 1 to 4: -0.657 -0.510 -0.434 0.302

***

# C5H13BrN

A cluster of 2 separate species, C5H13BrN in total (wB97M-V/def2-TZVPD, OMol25).

Output
Max |F|: 0.05684 hartree/bohr
Total energy: -76921.3272 eV
Total charge: +1

Geometry (Å):
C: -0.657 1.198 1.388
C: -1.740 0.722 -0.887
C: 0.785 -1.286 1.194
C: -1.080 0.128 0.344
C: 0.160 -0.528 0.095
N: 0.790 -0.420 -1.036
Br: 3.546 0.024 -0.218
H: -0.399 0.643 2.247
H: -1.580 1.729 1.625
H: 0.199 1.849 1.114
H: -1.931 -0.026 -1.673
H: -1.028 1.501 -1.265
H: -2.721 1.242 -0.699
H: 1.596 -2.069 0.987
H: -0.032 -1.741 1.723
H: 1.394 -0.630 1.765
H: -1.759 -0.435 0.876
H: 4.860 -0.129 -0.033
H: 0.427 0.328 -1.614
H: 1.710 -0.792 -1.116

Atomic partial charges in e from the Mulliken method, atoms 1 to 4: -1.214 -1.699 -1.790 0.514

***

# C5H13ClO2Si

The molecule C5H13ClO2Si (wB97M-V/def2-TZVPD, OMol25).

Output
Max |F|: 0.05849 hartree/bohr
Total energy: -29892.2496 eV

Geometry (Å):
C: 1.460 -1.453 1.593
O: 1.256 -0.138 1.305
Si: 0.422 0.291 -0.066
C: 0.914 2.091 -0.227
C: -1.461 0.092 0.007
C: -2.065 0.027 1.392
Cl: -3.620 -0.850 1.096
O: 1.076 -0.541 -1.320
C: 0.566 -0.543 -2.601
H: 2.121 -1.494 2.466
H: 0.420 -1.821 1.892
H: 1.863 -1.949 0.725
H: 0.168 2.702 -0.687
H: 0.970 2.358 0.843
H: 1.857 2.163 -0.757
H: -1.677 1.064 -0.468
H: -1.690 -0.884 -0.350
H: -1.543 -0.607 2.219
H: -2.264 1.045 1.727
H: 1.316 -0.162 -3.337
H: 0.187 -1.539 -2.785
H: -0.276 0.149 -2.669

Atomic partial charges in e from the Mulliken method, atoms 1 to 4: -0.547 -0.353 0.594 -1.071

***

# C5H13F3NbO4S

A structure of composition C5H13F3NbO4S (wB97M-V/def2-TZVPD, OMol25).

Output
Max |F|: 0.02599 hartree/bohr
Total energy: -34119.0333 eV
Total charge: -1

Geometry (Å):
O: 0.378 -4.731 0.481
S: 1.094 -3.466 0.337
O: 1.220 -2.984 -1.038
Nb: 3.559 -3.832 1.168
C: -0.052 -2.201 1.182
F: -1.207 -2.737 1.576
F: 0.573 -1.713 2.260
F: -0.336 -1.173 0.371
H: 3.537 -2.782 2.647
H: 3.851 -2.254 0.256
H: 4.479 -4.770 -0.106
H: 2.750 -5.209 2.083
H: 5.150 -3.967 1.983
O: -2.155 4.640 -3.156
C: -2.123 4.003 -2.136
O: -0.944 3.860 -1.500
C: -0.835 3.283 -0.189
C: -0.767 1.773 -0.210
C: -3.357 3.317 -1.587
H: -1.642 3.647 0.448
H: 0.091 3.696 0.207
H: -1.678 1.334 -0.617
H: -0.626 1.387 0.798
H: 0.064 1.435 -0.826
H: -3.459 2.352 -2.081
H: -4.218 3.930 -1.840
H: -3.347 3.161 -0.513

Atomic partial charges in e from the Mulliken method, atoms 1 to 4: -0.619 0.787 -0.608 -0.667

***

# C5H13FN

A cluster of 2 separate species, C5H13FN in total (wB97M-V/def2-TZVPD, OMol25).

Output
Max |F|: 0.06360 hartree/bohr
Total energy: -9593.1232 eV
Total charge: +1

Geometry (Å):
C: -1.517 0.886 0.897
C: -0.146 -1.861 -1.172
C: 1.707 -1.575 0.649
C: -0.135 1.182 0.544
C: 0.921 -1.097 -0.506
N: 0.008 2.229 -0.510
F: 1.632 -0.185 -1.294
H: -2.034 0.542 -0.033
H: -1.532 -0.047 1.671
H: -2.178 1.707 1.324
H: -0.476 -2.634 -0.476
H: -0.994 -1.290 -1.485
H: 0.356 -2.297 -2.081
H: 1.598 -0.910 1.472
H: 2.821 -1.605 0.504
H: 1.513 -2.592 0.859
H: 0.750 1.258 1.304
H: -0.609 2.100 -1.246
H: 0.919 2.293 -1.006
H: -0.213 3.148 -0.081

Atomic partial charges in e from the Mulliken method, atoms 1 to 4: -0.991 -1.207 -1.139 -0.390